[1]
Below is a molecular structure, C30H45BrCuN4OP2, with properties calculated with ωB97M-V/def2-TZVPD.

The geometry in XYZ format:
```
84
Properties=species:S:1:pos:R:3
C 5.27930 0.65507 0.10824
C 4.99484 1.87315 -0.57813
C 6.10397 2.54838 -1.16659
C 7.38809 1.92500 -1.08598
N 7.60927 0.79117 -0.42589
C 6.59814 0.13670 0.13185
C 3.53521 2.15428 -0.64799
C 2.52155 1.61729 -0.00840
C 1.73553 0.98244 1.02324
C 0.98436 -0.22599 0.83114
C -0.10443 -0.48393 1.67121
C -0.54582 0.38628 2.70103
C 0.41076 1.34514 3.09830
C 1.49744 1.66742 2.25774
Cu 2.01930 2.58956 -1.48055
P -1.01021 -1.88501 -1.55464
H 6.00698 3.46132 -1.75763
H 4.44825 0.04835 0.50969
H 8.28150 2.34981 -1.57162
H 6.79669 -0.83219 0.61322
H 2.18144 2.48343 2.50875
H 1.26631 -0.89312 -0.00199
H 0.22139 1.75783 4.09869
H -0.63331 -1.43424 1.62795
C -2.78648 -1.74901 -1.01278
C -3.85115 -1.48478 -2.07714
H -2.78518 -0.92953 -0.27207
H -3.00274 -2.67129 -0.44818
H -4.85147 -1.58483 -1.63337
H -3.78193 -0.46589 -2.47611
H -3.80000 -2.17891 -2.92530
C -0.95227 -1.03503 -3.19353
C 0.45297 -1.11406 -3.78868
H -1.24813 0.01741 -3.05757
H -1.69267 -1.47531 -3.87603
H 0.59033 -0.34108 -4.55313
H 1.23232 -0.94532 -3.03478
H 0.63852 -2.09393 -4.25003
C -0.92423 -3.64679 -2.10284
C -1.78282 -4.09097 -3.28034
H -1.16284 -4.23109 -1.20319
H 0.13691 -3.81353 -2.33949
H -1.43880 -5.07087 -3.63265
H -2.83706 -4.20143 -3.01218
H -1.73232 -3.41213 -4.13567
Br -2.32001 0.48386 3.13961
P 0.00268 2.92094 -0.36534
C -1.03433 2.43226 -1.84143
C -2.26148 3.25380 -2.25368
H -1.36348 1.41271 -1.55540
H -0.31721 2.31408 -2.67776
H -2.65731 2.87432 -3.20888
H -3.08447 3.18733 -1.52342
H -2.05296 4.31295 -2.44474
C -1.44933 3.50791 0.77924
C -1.58728 5.01697 0.90268
H -1.27827 3.04999 1.76495
H -2.41380 3.08648 0.44914
H -2.51342 5.30290 1.42279
H -0.74732 5.45839 1.45666
H -1.64429 5.50305 -0.07679
C 0.85658 4.51686 -0.70634
C 0.24521 5.45533 -1.73466
H 1.86787 4.28193 -1.16799
H 1.12772 4.99744 0.25154
H 1.09809 5.98303 -2.16942
H -0.21973 4.89335 -2.54243
H -0.44805 6.22070 -1.39414
C -1.43633 -6.18785 2.27259
N -1.32333 -5.00194 3.12911
C -0.91624 -5.13241 4.41753
C -0.86842 -4.02922 5.22688
C -1.15791 -2.75972 4.61987
N -1.40626 -2.61762 3.32655
C -1.53680 -3.72855 2.55135
O -1.81059 -3.67186 1.33535
N -1.09844 -1.63532 5.39310
H -0.54476 -6.29078 1.63037
H -2.31887 -6.10460 1.62399
H -1.51798 -7.07081 2.92367
H -0.67254 -6.15140 4.74173
H -0.62237 -4.07955 6.28734
H -1.10184 -1.74520 6.40523
H -1.48024 -0.75947 5.01452
```

Spin multiplicity   2
Orbital gap (spin up / spin down)   4.924 / 2.625 eV
<S²>   0.78
Total charge   +2

[2]
Below is a molecular structure, C25H70As2F12N6O7, with properties calculated with ωB97M-V/def2-TZVPD.

The geometry in XYZ format:
```
122
Properties=species:S:1:pos:R:3
As -0.94348 -0.13541 1.29490
F -2.42105 -1.00253 0.71121
F -0.01416 -1.66256 1.13442
F 0.50475 0.80886 1.93385
F -1.89054 1.42068 1.30980
F -1.48467 -0.50144 2.93002
F -0.39630 0.27377 -0.34719
As 0.16063 5.91815 -2.97829
F -0.90489 5.62375 -4.38801
F 1.67893 6.10405 -3.90277
F 1.21388 6.17811 -1.50718
F -1.18632 5.50934 -1.84479
F 0.55243 4.18303 -2.97513
F -0.19342 7.67032 -3.06976
C -4.51613 -6.56495 1.96604
O -5.07673 -5.43953 1.38172
H -4.94508 -7.50506 1.61921
H -3.43980 -6.65141 1.81725
H -4.68449 -6.32952 3.01691
H -4.81657 -4.65959 1.87731
C 4.89136 1.34148 -2.36978
C 4.55511 0.93201 -3.81428
C 5.89563 0.48196 -4.58012
O 5.65755 0.61570 -6.03175
C 6.83162 0.25778 -6.74013
N 3.43256 -0.03972 -3.85802
H 5.57395 2.17881 -2.22469
H 5.20641 0.55170 -1.68779
H 3.93731 1.71341 -1.99622
H 4.31785 1.86102 -4.33270
H 6.12622 -0.53413 -4.25996
H 6.54650 1.26087 -4.18292
H 6.35194 -0.11110 -7.64674
H 7.56956 -0.43488 -6.33546
H 7.50550 1.09348 -6.92878
H 2.91552 0.42266 -3.12388
H 3.84041 -0.73256 -3.24669
C 2.52632 -5.52022 4.63485
C 3.87281 -5.14897 5.23080
C 5.01599 -5.74836 4.33861
O 4.76674 -7.05230 3.81741
C 5.85825 -7.67834 3.13634
N 3.97119 -3.67306 5.31222
H 2.08715 -6.48962 4.87042
H 2.55597 -5.40906 3.55094
H 1.73628 -4.84573 4.96502
H 3.88086 -5.68375 6.18057
H 5.90588 -5.70626 4.96664
H 5.21603 -5.08807 3.49474
H 6.77029 -7.71555 3.73207
H 6.10279 -7.13284 2.22489
H 5.57145 -8.70961 2.93065
H 3.38987 -3.27215 6.03433
H 3.45501 -3.47429 4.46714
C -1.13151 -5.59920 -2.90698
C 0.07517 -4.65256 -3.01439
C 1.31627 -5.21173 -2.30523
O 2.46250 -4.39131 -2.74161
C 3.45303 -4.40683 -1.68540
N 0.25456 -4.47246 -4.46644
H -1.32559 -5.87494 -1.87045
H -1.03894 -6.62020 -3.27725
H -2.04212 -5.17876 -3.33374
H -0.08733 -3.64047 -2.64376
H 1.59165 -6.17534 -2.73386
H 1.14347 -5.31835 -1.23431
H 3.03294 -3.87956 -0.82889
H 4.30483 -3.91165 -2.15159
H 3.71118 -5.43527 -1.43288
H 0.67047 -5.35070 -4.74177
H -0.59075 -4.70715 -4.96691
C -3.96159 0.90968 -4.51829
C -3.29090 -0.39179 -4.89682
C -4.13797 -1.15023 -5.89872
O -3.44843 -2.32278 -6.29482
C -4.26754 -3.20944 -7.03391
N -1.97116 -0.06846 -5.40078
H -3.19037 1.45174 -3.97103
H -4.74309 0.71015 -3.78511
H -4.31611 1.47779 -5.37831
H -3.16678 -0.99223 -3.99561
H -4.22973 -0.58903 -6.82863
H -5.09310 -1.38465 -5.42876
H -3.65538 -3.99228 -7.48172
H -4.81401 -2.78633 -7.87680
H -4.90485 -3.69637 -6.29579
H -2.15743 0.62763 -6.10851
H -1.70763 0.51970 -4.62315
C -5.78799 4.72258 1.25478
C -5.34689 5.81498 2.26670
C -6.05852 5.90781 3.63508
O -5.27904 6.57990 4.72537
C -6.19956 6.71189 5.83151
N -3.87621 5.56490 2.51473
H -5.67318 3.82002 1.85502
H -5.23624 4.60483 0.32215
H -6.79057 4.98255 0.91514
H -5.47339 6.75668 1.73257
H -6.34413 4.90418 3.95012
H -7.06642 6.29651 3.48964
H -7.24686 6.71037 5.52940
H -5.93935 7.60922 6.39292
H -6.20641 5.82098 6.45947
H -3.58724 5.56613 1.54695
H -3.65459 4.58199 2.58452
C 2.55630 5.44566 4.16299
C 1.08925 5.42561 4.41554
C 0.57589 4.85809 5.71465
O -0.84404 4.88457 5.60604
C -1.40168 3.88688 6.49014
N 0.67766 6.81769 4.14473
H 2.99932 4.50361 4.48609
H 3.14415 6.19383 4.69475
H 2.84831 5.46684 3.11305
H 0.66354 4.88215 3.57202
H 1.01209 5.53725 6.44716
H 1.05092 3.87919 5.77948
H -1.06196 2.88875 6.21369
H -2.48039 3.88691 6.33372
H -1.31635 4.21201 7.52702
H 1.21243 6.77137 3.28918
H 1.26271 7.46867 4.64876
```

Spin multiplicity   1
Orbital gap   8.494 eV
Total charge   -2

[3]
Below is C16H17N5O6 in the gas phase, with properties calculated with ωB97M-V/def2-TZVPD.

The geometry in XYZ format:
```
44
Properties=species:S:1:pos:R:3
C -6.00738 -1.19005 -1.48542
H -6.83947 -0.48969 -1.38658
H -6.27153 -2.15946 -1.07091
H -5.75102 -1.28090 -2.54315
O -4.88740 -0.73307 -0.74351
C -4.40387 0.46701 -1.09429
O -4.87370 1.13299 -1.98483
C -3.23972 0.87555 -0.27045
C -2.73550 0.07308 0.74827
C -1.64886 0.49943 1.48868
C -1.05511 1.72778 1.22457
C -1.55899 2.52709 0.20362
C -2.64404 2.10658 -0.53779
H -3.04858 2.71590 -1.33172
H -1.09338 3.47881 -0.00785
C 0.17352 2.16538 1.97913
H 0.12149 3.22041 2.25730
H 0.31062 1.55374 2.87865
O 1.34398 2.08845 1.16780
N 1.47044 0.80535 0.65067
C 2.48305 0.57231 -0.09393
N 3.43761 1.51376 -0.42431
C 4.78976 1.27731 -0.61886
O 5.29159 0.19491 -0.48467
C 5.53617 2.53685 -0.98073
H 5.09517 2.98900 -1.86609
H 5.48862 3.25138 -0.16117
H 6.57501 2.29057 -1.17825
H 3.14226 2.46996 -0.26926
C 2.54706 -0.76721 -0.64596
N 3.25888 -1.14743 -1.67026
O 3.00927 -2.43290 -1.86954
N 2.11647 -2.92185 -0.97979
C 1.78763 -1.92100 -0.20267
N 0.89907 -1.89931 0.81925
C 0.11844 -2.91253 1.34196
O -0.64914 -2.65050 2.23676
C 0.31114 -4.26571 0.73491
H 1.35226 -4.56718 0.81863
H -0.32904 -4.98203 1.24135
H 0.07077 -4.23126 -0.32492
H 0.76275 -0.96318 1.20332
H -1.26809 -0.13551 2.27523
H -3.18818 -0.88285 0.95686
```

Spin multiplicity   1
Orbital gap   9.558 eV
Structure (SMILES)   COC(=O)c1ccc(CO/N=C(\NC(C)=O)c2nonc2NC(C)=O)cc1
Total charge   0

[4]
Below is 6 unconnected molecules or ions with the total composition C39H62BrClFIN6O6S, with properties calculated with ωB97M-V/def2-TZVPD.

The geometry in XYZ format:
```
118
Properties=species:S:1:pos:R:3
C 4.52210 6.49710 -1.77628
C 3.96361 7.57425 -2.84766
C 2.77800 6.97046 -3.77694
C 3.41747 6.47284 -5.19034
C 2.32330 5.61140 -6.01221
C 2.92157 4.80243 -7.26691
C 3.32172 3.27312 -6.98126
C 2.14142 2.44667 -6.23149
C 1.09663 1.77418 -7.19226
C -0.08589 1.00873 -6.55416
Cl -1.38924 0.21991 -7.58340
C -0.18046 0.94332 -4.99453
C 0.83578 1.56042 -4.00778
C 2.04780 2.34096 -4.66002
C 3.18306 3.06092 -3.78840
C 3.85329 2.11973 -2.66961
C 4.02518 0.58223 -3.10089
Br 5.60744 2.96414 -2.15223
N 0.79728 1.54999 -2.53793
C 0.33358 2.83975 -1.94417
C -1.27402 2.99516 -1.95872
O -1.85149 3.13178 -3.05337
F -1.92755 3.00310 -0.68863
C -0.00196 0.46225 -1.94753
C 0.33447 0.09279 -0.44698
C -0.48545 -1.01532 0.29947
C -1.66334 -1.81519 -0.38021
C -1.97842 -1.46169 -1.85329
I -3.56495 -2.56416 -2.84244
C -1.15729 -0.33318 -2.59564
S -1.66933 0.02465 -4.33048
H 4.96035 7.10463 -0.90122
H 3.72308 5.79332 -1.36199
H 5.40521 5.96751 -2.27341
H 4.82720 7.84481 -3.55333
H 3.54793 8.47779 -2.28636
H 2.22711 6.11647 -3.24441
H 2.03901 7.84762 -3.94115
H 3.65392 7.44410 -5.76857
H 4.37613 5.87282 -5.02830
H 1.58507 6.39077 -6.44847
H 1.71844 4.98538 -5.27387
H 3.86457 5.38710 -7.60449
H 2.16157 4.92718 -8.12603
H 4.33849 3.13200 -6.46984
H 3.42541 2.76794 -8.01922
H 1.15348 1.85961 -8.33958
H 4.04072 3.49927 -4.41625
H 2.70251 3.96937 -3.25695
H 3.17720 2.15055 -1.74689
H 4.26661 0.44753 -4.20797
H 4.85089 0.12913 -2.43105
H 3.05141 0.04768 -2.77815
H 0.77246 3.72588 -2.51258
H 0.71119 2.84602 -0.84976
H 1.16077 0.65339 0.13246
H -0.29546 -1.29299 1.40210
H -2.23687 -2.59827 0.22955
C -4.63495 -4.48391 0.40560
O -3.44130 -4.24863 0.49700
N -5.22957 -5.66880 0.71381
C -6.65720 -5.87399 0.58021
C -4.40467 -6.76064 1.19211
H -5.34771 -3.72142 0.05293
H -7.06944 -6.13488 1.55777
H -6.83458 -6.69177 -0.12291
H -7.15046 -4.97275 0.21283
H -3.89359 -6.44585 2.10303
H -3.65494 -7.00104 0.43397
H -5.01345 -7.64143 1.39851
C -3.24425 -6.33993 4.45851
O -3.78286 -7.43152 4.52429
N -2.34318 -5.84824 5.35401
C -1.74686 -4.53427 5.20304
C -1.96894 -6.66304 6.49285
H -3.45639 -5.64082 3.63437
H -0.66448 -4.64168 5.12880
H -1.99589 -3.92911 6.07902
H -2.11851 -4.03595 4.30628
H -1.53649 -7.60118 6.13576
H -2.86227 -6.89095 7.07986
H -1.24385 -6.13898 7.11688
C 1.89910 -4.50612 4.41136
O 1.06798 -3.69799 4.03757
N 2.75240 -5.19116 3.59880
C 3.71624 -6.13903 4.11919
C 2.69308 -4.96372 2.16734
H 2.02702 -4.75255 5.47827
H 4.72197 -5.81215 3.84294
H 3.51917 -7.12230 3.68452
H 3.64888 -6.20855 5.20613
H 2.88765 -3.90784 1.96391
H 1.69164 -5.21057 1.80636
H 3.43103 -5.57869 1.65083
C -8.67953 -5.73277 3.92837
O -9.48334 -5.14490 3.22856
N -8.00289 -5.19049 4.98152
C -7.05874 -5.95888 5.76788
C -8.23573 -3.80120 5.32456
H -8.42918 -6.79209 3.75408
H -7.39351 -5.97675 6.80845
H -6.07589 -5.48438 5.70816
H -6.98381 -6.98290 5.39877
H -9.29377 -3.66279 5.56056
H -7.98378 -3.17298 4.46651
H -7.62765 -3.51139 6.18249
C 5.18189 7.79454 2.05558
O 5.53356 7.25261 1.02401
N 3.96925 7.62962 2.65795
C 3.62200 8.31052 3.88825
C 2.99695 6.74441 2.04656
H 5.84471 8.48622 2.60038
H 3.39577 7.56586 4.65584
H 2.74179 8.93466 3.71378
H 4.44420 8.94005 4.23225
H 3.42197 5.73995 1.97520
H 2.77149 7.10120 1.03836
H 2.08110 6.71398 2.63827
```

Spin multiplicity   1
Orbital gap   7.754 eV
Structure (SMILES)   CCCCCCCc1cc(Cl)c2c(c1C[C@@H](C)Br)N(CC(=O)F)c1cccc(I)c1S2.CN(C)C=O.CN(C)C=O.CN(C)C=O.CN(C)C=O.CN(C)C=O
Total charge   0

[5]
Below is C4H7N3 in the gas phase, with properties calculated with ωB97M-V/def2-TZVPD.

The geometry in XYZ format:
```
14
Properties=species:S:1:pos:R:3
C 0.13583 -0.63277 -1.85148
C 1.07762 -0.29432 -0.68826
C 0.22382 -0.05749 0.51894
C -0.05038 1.08607 1.22625
N -1.10042 0.73684 2.00786
N -1.45784 -0.53320 1.81233
N -0.65927 -1.01934 0.92081
H 0.65855 -0.71520 -2.80833
H -0.37638 -1.57602 -1.63992
H -0.63625 0.14019 -1.93870
H 1.78120 -1.11818 -0.51990
H 1.67200 0.59992 -0.90840
H 0.39125 2.07129 1.25149
H -1.65973 1.31220 2.61730
```

Spin multiplicity   1
Orbital gap   10.387 eV
Structure (SMILES)   CCc1c[nH]nn1
Total charge   0

[6]
Below is C5H11N3 in the gas phase, with properties calculated with ωB97M-V/def2-TZVPD.

The geometry in XYZ format:
```
19
Properties=species:S:1:pos:R:3
C -1.77272 1.45517 -0.94625
C 1.02817 -0.41356 -0.02157
C 0.63538 -2.23414 -0.08447
C 2.58620 1.32050 0.18328
C -2.07220 -0.42559 0.52555
N 0.07708 0.44976 -0.18243
N 2.25186 -0.12851 0.19191
N -1.21184 0.55048 -0.19649
H -1.23047 2.21457 -1.49686
H -2.76541 1.67565 -0.75836
H 1.52563 -2.73975 -0.42864
H -0.30529 -2.33660 -0.59910
H 0.54425 -2.41190 0.98503
H 3.48818 1.49008 0.73533
H 1.79115 1.85551 0.88704
H 2.41850 1.59799 -0.78091
H -2.06945 -0.16913 1.57444
H -1.69565 -1.43044 0.24474
H -3.22338 -0.32010 0.16776
```

Spin multiplicity   1
Orbital gap (spin up / spin down)   7.911 / 7.909 eV
Total charge   0

Result set for largest force on an atom: 4.3, 3.6, 1.5, 5.7, 0.2, 5.9 eV Å⁻¹, one per record in the order listed.